Record 1
Density functional theory data (ωB97M-V/def2-TZVPD) for a structure of composition C8H9Cl2NO2P.

Last column: Mulliken charge in e.
Geometry (Å):
C  -0.312  2.603  1.798  -0.44
C  -0.838  2.700  0.519  -0.59
C  -0.329  1.309  2.349  -0.70
C  -1.259  1.621  -0.198  -0.04
C  -0.937  0.316  1.613  0.18
C  1.074  -1.555  -0.236  0.89
C  2.678  -1.222  -1.952  -0.65
C  -1.395  -0.672  -0.478  -0.53
N  -1.222  0.415  0.314  0.37
O  1.307  -0.624  0.433  -0.40
O  1.436  -1.777  -1.464  -0.25
P  -2.025  -2.124  0.136  0.12
Cl  0.432  -3.053  0.216  -0.13
Cl  -2.359  -3.087  -1.612  -0.14
H  0.043  3.433  2.250  0.56
H  -1.178  3.666  0.118  0.36
H  -0.077  0.821  3.251  0.42
H  -1.594  1.722  -1.202  0.39
H  -0.986  -0.652  2.087  0.34
H  3.424  -1.369  -1.236  0.35
H  2.501  -0.047  -2.145  0.26
H  2.945  -1.828  -2.945  0.23
H  -1.327  -0.597  -1.614  0.40

For the total energy, the calculation gives -48351.487 eV. As for the HOMO-LUMO gap: 7.66 eV. Its spin multiplicity is 1. Its energy relative to the best compared isomer or geometry (same formula, charge and spin) is 137.4 kJ/mol. For the strongest force on any atom, the calculation gives 4.55 eV/Å. As for the net charge: +1.


Record 2
Density functional theory data (ωB97M-V/def2-TZVPD) for a cluster of 14 separate species, C51H125N5O14 in total.

Last column: Mulliken charge in e.
Geometry (Å):
C  -1.763  -16.844  35.006  -0.43
O  -2.004  -17.639  36.121  -0.51
H  -2.381  -17.222  34.192  0.20
H  -2.274  -15.917  35.267  0.26
H  -0.686  -16.755  34.858  0.19
H  -1.432  -17.298  36.812  0.30
C  -4.337  -25.736  30.449  -0.51
O  -4.071  -24.741  29.445  -0.50
H  -5.209  -26.389  30.435  0.29
H  -3.495  -26.423  30.371  0.22
H  -4.329  -25.178  31.385  0.20
H  -4.724  -24.764  28.742  0.29
C  -6.143  -19.640  31.750  -0.53
O  -6.390  -20.411  30.589  -0.48
H  -5.992  -20.269  32.628  0.25
H  -5.340  -18.909  31.655  0.24
H  -7.032  -19.036  31.926  0.22
H  -5.597  -20.949  30.529  0.29
C  -3.485  -28.350  24.422  -0.45
O  -2.632  -29.408  23.989  -0.50
H  -3.821  -27.869  23.503  0.23
H  -4.324  -28.733  25.004  0.21
H  -2.989  -27.612  25.052  0.22
H  -2.059  -29.090  23.288  0.29
C  -5.124  -18.153  25.255  -0.43
O  -6.402  -17.937  24.784  -0.50
H  -4.569  -18.559  24.409  0.24
H  -4.787  -17.145  25.498  0.20
H  -5.088  -18.885  26.062  0.18
H  -6.448  -18.163  23.852  0.31
C  0.491  -22.264  19.717  -0.46
O  1.799  -21.722  19.563  -0.51
H  0.379  -23.209  19.186  0.21
H  0.326  -22.439  20.780  0.21
H  -0.327  -21.574  19.511  0.24
H  1.898  -20.768  19.539  0.30
O  2.479  -28.922  24.231  -0.63
H  2.637  -28.164  23.668  0.32
H  1.764  -29.393  23.803  0.31
O  9.714  -20.139  30.668  -0.64
H  9.140  -20.581  30.042  0.31
H  10.205  -20.848  31.084  0.32
O  4.877  -25.912  29.413  -0.65
H  5.596  -25.312  29.612  0.31
H  4.110  -25.347  29.323  0.34
C  3.340  -11.870  30.425  -1.71
C  2.640  -12.901  31.415  1.77
C  3.690  -13.783  32.192  -1.00
C  4.204  -13.254  33.502  -0.83
C  3.072  -12.761  34.387  -1.10
C  2.189  -11.710  33.670  1.32
N  1.743  -12.174  32.354  0.07
O  0.860  -11.230  31.754  -0.42
C  0.884  -11.511  34.572  -1.81
C  3.018  -10.368  33.617  -1.71
C  1.856  -13.889  30.761  -2.09
H  2.491  -11.335  30.000  0.45
H  3.778  -12.429  29.598  0.42
H  4.017  -11.210  30.967  0.31
H  3.277  -14.770  32.400  0.49
H  4.630  -13.876  31.648  0.30
H  5.064  -12.588  33.440  0.39
H  4.620  -14.171  33.919  0.37
H  3.475  -12.372  35.322  0.51
H  2.472  -13.640  34.623  0.36
H  0.142  -12.268  34.318  0.42
H  1.148  -11.497  35.630  0.40
H  0.287  -10.613  34.411  0.33
H  3.630  -9.998  34.440  0.36
H  3.761  -10.448  32.823  0.35
H  2.420  -9.518  33.289  0.46
H  2.649  -14.437  30.252  0.45
H  1.124  -13.593  30.010  0.38
H  1.147  -14.449  31.370  0.38
H  1.456  -10.479  31.792  0.38
C  -0.025  -21.714  26.826  -1.63
C  1.418  -22.103  27.208  1.56
C  2.354  -21.003  26.718  -1.34
C  2.259  -19.733  27.612  -0.72
C  2.551  -20.135  29.041  -1.16
C  1.722  -21.312  29.614  1.53
N  1.676  -22.450  28.625  0.41
O  1.022  -23.568  29.016  -0.38
C  2.396  -21.793  30.832  -2.11
C  0.347  -20.830  30.050  -1.65
C  1.856  -23.362  26.453  -1.76
H  -0.770  -22.109  27.516  0.24
H  -0.252  -22.057  25.816  0.50
H  -0.250  -20.651  26.907  0.34
H  3.348  -21.446  26.783  0.43
H  2.024  -20.723  25.717  0.47
H  1.274  -19.270  27.548  0.29
H  2.893  -18.932  27.232  0.39
H  2.215  -19.303  29.660  0.40
H  3.606  -20.294  29.263  0.37
H  1.898  -22.590  31.386  0.38
H  3.414  -22.056  30.548  0.46
H  2.344  -21.071  31.647  0.39
H  0.233  -20.155  30.899  0.48
H  -0.026  -20.146  29.287  0.36
H  -0.285  -21.709  30.175  0.33
H  1.006  -24.015  26.257  0.40
H  2.592  -23.975  26.973  0.26
H  2.229  -23.042  25.480  0.45
H  0.129  -23.228  29.105  0.33
C  6.527  -14.410  18.792  -1.61
C  7.625  -14.954  19.699  1.21
C  8.681  -13.797  19.956  -0.99
C  8.183  -12.823  21.005  -0.76
C  7.980  -13.651  22.311  -1.34
C  6.931  -14.704  22.173  2.04
N  7.198  -15.588  21.029  -0.04
O  6.261  -16.678  20.845  -0.39
C  7.189  -15.649  23.333  -1.99
C  5.561  -14.115  22.074  -1.84
C  8.398  -16.023  18.857  -1.80
H  5.737  -15.075  18.443  0.41
H  6.998  -14.022  17.889  0.46
H  6.175  -13.481  19.239  0.34
H  9.640  -14.064  20.399  0.34
H  8.711  -13.232  19.025  0.47
H  7.288  -12.321  20.637  0.32
H  8.854  -11.993  21.227  0.36
H  7.551  -12.934  23.011  0.44
H  8.968  -13.911  22.693  0.40
H  6.605  -16.559  23.193  0.42
H  8.237  -15.921  23.459  0.38
H  6.906  -15.215  24.292  0.44
H  5.368  -13.211  21.497  0.27
H  4.884  -14.926  21.805  0.42
H  5.304  -13.925  23.117  0.50
H  8.800  -15.539  17.967  0.38
H  7.674  -16.781  18.562  0.38
H  9.245  -16.520  19.330  0.39
H  5.585  -16.151  20.413  0.36
C  12.883  -20.894  23.360  -1.60
C  12.905  -21.762  24.631  1.50
C  11.446  -21.753  25.248  -1.13
C  10.409  -22.601  24.730  -0.67
C  10.976  -24.015  24.600  -1.45
C  12.282  -24.128  23.810  1.60
N  13.280  -23.175  24.448  0.03
O  14.529  -23.386  24.053  -0.44
C  12.744  -25.519  23.915  -1.99
C  12.004  -23.899  22.332  -1.44
C  13.859  -21.076  25.695  -1.77
H  13.826  -20.729  22.838  0.40
H  12.641  -19.869  23.641  0.43
H  12.218  -21.208  22.556  0.32
H  11.503  -21.931  26.321  0.41
H  11.120  -20.718  25.139  0.37
H  10.167  -22.187  23.752  0.33
H  9.513  -22.507  25.344  0.39
H  10.203  -24.727  24.311  0.47
H  11.051  -24.352  25.634  0.44
H  13.727  -25.699  23.478  0.37
H  12.843  -25.643  24.993  0.49
H  12.074  -26.230  23.432  0.38
H  11.493  -22.949  22.179  0.23
H  13.000  -23.677  21.949  0.36
H  11.485  -24.615  21.694  0.40
H  13.832  -21.502  26.698  0.39
H  13.507  -20.045  25.732  0.38
H  14.885  -21.118  25.328  0.40
H  14.440  -23.232  23.110  0.40
C  6.804  -20.244  36.777  -2.18
C  5.930  -20.565  37.892  1.94
C  5.053  -19.362  37.905  -1.12
C  3.713  -19.527  38.696  -0.92
C  2.988  -20.851  38.497  -1.06
C  3.943  -22.101  38.558  1.44
N  5.240  -21.832  37.728  0.22
O  6.102  -22.932  37.646  -0.49
C  4.105  -22.355  40.101  -1.74
C  3.087  -23.351  38.072  -1.85
C  6.771  -20.642  39.156  -1.63
H  7.591  -20.990  36.664  0.42
H  7.202  -19.229  36.768  0.37
H  6.328  -20.230  35.797  0.50
H  5.407  -18.564  38.558  0.27
H  4.766  -18.907  36.957  0.46
H  3.044  -18.716  38.406  0.40
H  3.848  -19.415  39.772  0.37
H  2.497  -20.869  37.524  0.43
H  2.165  -20.898  39.211  0.35
H  5.034  -22.868  40.348  0.43
H  4.279  -21.437  40.662  0.32
H  3.418  -23.032  40.609  0.39
H  2.747  -23.261  37.040  0.45
H  3.630  -24.295  38.121  0.38
H  2.088  -23.453  38.496  0.41
H  6.167  -20.817  40.046  0.39
H  7.047  -19.620  39.419  0.45
H  7.584  -21.366  39.094  0.26
H  6.181  -23.184  36.723  0.34

For the total energy, the calculation gives -91013.555 eV. As for the HOMO-LUMO gap: 8.26 eV. Its spin multiplicity is 1. For the strongest force on any atom, the calculation gives 4.57 eV/Å.


Record 3
Density functional theory data (ωB97M-V/def2-TZVPD) for a cluster of 2 separate species, C2H9O2 in total.

Last column: Mulliken charge in e.
Geometry (Å):
O  -2.650  1.133  -1.089  -0.66
H  -1.032  0.032  -0.583  0.39
H  -3.170  1.875  -0.779  0.33
H  -3.259  0.512  -1.332  0.31
C  1.250  0.202  -0.049  0.04
O  -0.186  -0.515  -0.505  -0.39
C  1.676  -0.732  1.065  -1.11
H  1.587  0.358  -1.105  0.28
H  0.865  1.078  0.394  0.26
H  -0.470  -1.045  0.239  0.43
H  1.497  -1.781  0.778  0.38
H  2.716  -0.691  0.980  0.36
H  1.176  -0.426  1.987  0.37

For the total energy, the calculation gives -6306.383 eV. As for the HOMO-LUMO gap: 12.62 eV. Its spin multiplicity is 1. Its energy relative to the best compared isomer or geometry (same formula, charge and spin) is 116.1 kJ/mol. For the strongest force on any atom, the calculation gives 3.93 eV/Å. As for the net charge: +1.


Record 4
Density functional theory data (ωB97M-V/def2-TZVPD) for a cluster of 7 separate species, C27H36O11 in total.

Last column: Mulliken charge in e.
Geometry (Å):
O  -0.462  -36.272  68.372  -0.53
C  0.209  -36.915  67.422  0.51
C  -0.337  -37.534  66.222  -0.17
C  0.568  -38.148  65.338  -0.77
C  1.938  -38.238  65.628  0.52
O  2.821  -38.963  64.755  -0.55
C  2.482  -37.586  66.770  -0.95
C  1.602  -37.016  67.671  -0.41
H  -1.448  -36.338  68.192  0.35
H  -1.280  -37.811  66.036  0.54
H  0.418  -39.009  64.662  0.29
H  3.692  -38.630  64.708  0.31
H  3.392  -37.910  66.979  0.48
H  1.832  -36.511  68.555  0.48
O  -0.956  -40.466  68.290  -0.55
C  -1.777  -41.111  67.507  -0.10
C  -3.120  -41.419  67.897  0.06
C  -4.031  -41.989  67.060  -0.72
C  -3.634  -42.082  65.702  1.06
O  -4.540  -42.437  64.828  -0.48
C  -2.354  -41.887  65.242  -1.14
C  -1.445  -41.374  66.193  -0.13
H  -1.402  -40.158  69.209  0.29
H  -3.423  -41.181  68.974  0.17
H  -5.067  -42.480  67.347  0.37
H  -4.155  -42.605  64.134  0.19
H  -2.016  -42.106  64.298  0.52
H  -0.472  -40.973  65.843  0.42
O  -3.806  -36.752  75.103  -0.47
C  -3.374  -37.125  73.947  0.43
C  -2.147  -36.422  73.367  -0.47
C  -1.398  -36.851  72.336  -0.93
C  -1.741  -38.077  71.756  0.69
O  -1.075  -38.540  70.693  -0.39
C  -2.710  -38.939  72.395  -0.56
C  -3.552  -38.412  73.382  -0.32
H  -4.610  -37.255  75.292  0.31
H  -2.159  -35.378  73.901  0.21
H  -0.687  -36.341  72.118  0.89
H  -0.532  -37.758  70.291  0.23
H  -2.974  -40.016  72.006  0.21
H  -4.382  -39.064  73.794  0.17
O  -9.439  -35.551  67.434  -0.60
C  -8.554  -36.067  66.440  0.42
C  -7.136  -36.033  66.645  -0.16
C  -6.260  -36.392  65.710  -0.21
C  -6.739  -36.678  64.422  0.66
O  -5.872  -37.147  63.449  -0.54
C  -8.097  -36.638  64.126  -0.50
C  -9.027  -36.324  65.157  -0.32
H  -9.013  -35.348  68.392  0.33
H  -6.747  -35.620  67.680  0.02
H  -5.124  -36.519  65.967  0.06
H  -4.937  -37.009  63.483  0.32
H  -8.458  -36.991  63.013  0.20
H  -10.071  -36.527  64.918  0.37
C  -2.988  -38.649  63.335  -0.73
O  -3.130  -37.285  63.476  -0.67
H  -3.462  -39.205  64.116  0.09
H  -1.896  -38.715  63.272  0.26
H  -3.338  -39.126  62.574  0.69
H  -2.329  -36.962  63.363  0.32
C  -7.212  -40.301  67.897  -0.29
O  -8.033  -39.213  68.094  -0.46
H  -6.649  -40.900  68.853  0.22
H  -6.216  -40.071  67.294  0.01
H  -7.719  -41.165  67.147  0.22
H  -8.365  -38.681  67.300  0.28
C  -3.923  -38.061  68.034  -0.31
O  -3.256  -36.828  68.477  -0.68
H  -3.503  -38.800  68.608  0.13
H  -3.540  -38.170  66.870  -0.10
H  -4.887  -38.071  68.122  0.61
H  -2.924  -36.880  69.442  0.30

As for the SMILES: Oc1ccc(O)cc1.Oc1ccc(O)cc1.Oc1ccc(O)cc1.Oc1ccc(O)cc1.CO.CO.CO. For the total energy, the calculation gives -51093.947 eV. As for the HOMO-LUMO gap: 8.20 eV. Its spin multiplicity is 1. Its energy relative to the best compared isomer or geometry (same formula, charge and spin) is 2.5 kJ/mol. For the strongest force on any atom, the calculation gives 13.44 eV/Å.